1.
Here is a structure of composition C13H15NO3S from the Open Molecules 2025 dataset. Energies are from ωB97M-V/def2-TZVPD.

Computed properties:
Orbital gap = 8.829 eV
HOMO level = -8.6 eV
Energy relative to the best compared isomer or geometry (same formula, charge and spin) = 254.4 kcal/mol
Electronic energy = -32181.562 eV
2S+1 = 1
LUMO level = 0.26 eV

Each line ends with the Mulliken charge.
Element x y z (Å)
C -0.19 2.61 -1.76  0.775
O -0.87 3.44 -2.24  -0.560
C 1.58 -0.83 2.06  0.766
H -3.84 0.73 -2.29  0.366
H 0.97 -1.92 3.95  0.511
C -2.95 -0.34 -0.79  -0.734
H 3.24 -1.88 -0.62  0.319
H -3.87 -0.42 -0.13  0.311
H -2.78 1.84 -0.89  0.157
H -1.75 1.68 -3.18  0.598
C 2.15 -3.00 2.37  -0.132
C -2.98 0.85 -1.69  -0.145
C 0.99 3.02 -0.84  -1.173
C 2.11 -0.78 0.99  0.462
C -1.62 0.98 -2.51  -0.977
H 1.68 2.10 -1.05  0.326
C 2.87 -1.75 0.46  -0.160
H 1.30 3.84 -0.98  0.834
H -1.83 0.35 0.96  0.479
H -2.82 -1.32 -1.22  0.366
H 2.22 -3.88 3.30  0.144
N 1.97 0.41 0.15  -0.423
C -1.82 -0.46 0.35  -0.787
O 0.81 0.33 2.43  -0.423
C 1.47 -1.89 3.06  -1.119
H -1.17 0.06 -2.98  0.364
H -0.68 -0.55 -0.28  -0.045
H -1.87 -1.49 0.84  0.315
C 2.87 -2.95 1.35  -0.510
S 0.73 2.81 0.87  -0.154
C 1.09 1.04 1.11  0.358
O -0.42 1.43 -1.54  -0.260
H 3.42 -4.06 0.72  0.152

***

2.
Here is a structure of composition C13H16Br15N3O2 from the Open Molecules 2025 dataset. Energies are from ωB97M-V/def2-TZVPD.

Computed properties:
Orbital gap = 9.080 eV
HOMO level = -9.8 eV
Electronic energy = -1072932.584 eV
2S+1 = 1
LUMO level = -0.72 eV

Each line ends with the Mulliken charge.
Element x y z (Å)
Br -5.21 6.16 0.01  -0.037
C -6.08 0.48 -1.94  -0.378
C 4.42 -0.73 0.30  0.271
H 2.09 -2.82 0.93  0.245
N -0.78 -2.84 -3.24  -0.583
C -0.35 1.02 3.55  -0.479
H -2.45 -1.31 0.66  0.238
Br -6.71 -0.52 -3.49  -0.032
H -1.49 -0.13 -4.33  0.365
H -6.78 0.27 -1.12  0.345
Br 5.34 4.35 1.25  -0.015
H 0.32 -0.44 -0.10  0.486
H 6.66 2.25 1.00  0.261
H 2.74 -2.04 -2.18  0.252
N 0.87 -4.81 2.65  -0.476
H -1.82 0.07 -0.12  -0.045
Br -0.90 1.97 1.94  0.079
C -0.02 -4.46 1.75  0.169
Br 8.30 3.63 2.29  -0.026
H -0.20 -1.38 1.45  -0.296
H -1.26 0.74 4.09  0.436
Br -6.14 2.40 -2.25  -0.029
O 5.30 0.18 -0.17  -0.472
C 0.15 -2.76 -0.43  1.426
Br 0.60 -0.62 3.13  -0.066
Br 0.68 2.17 4.74  -0.021
Br -1.63 1.25 -2.25  0.106
C 1.76 -2.94 -0.21  -0.646
Br -1.15 2.13 -5.31  -0.046
C -0.34 -1.34 0.27  -0.488
C -0.25 -2.72 -2.05  -0.357
C 2.69 -1.83 -1.03  -0.375
H 2.07 -4.01 -0.61  0.277
H 3.94 -0.47 1.35  0.265
Br 0.94 0.15 -3.86  -0.022
Br -4.33 -0.11 -1.35  0.163
Br -4.30 4.68 2.73  -0.030
H 2.36 -0.72 -0.83  0.231
C -0.91 0.73 -3.99  -0.435
C -3.76 5.27 0.95  -0.346
C 6.53 2.94 1.85  -0.192
H -0.58 -4.93 -0.47  0.425
H -1.79 -3.74 0.44  0.329
Br -3.00 3.81 -0.09  0.038
Br 5.77 1.91 3.31  -0.030
O 4.09 -1.92 -0.51  -0.296
N -1.78 -0.99 -0.10  -0.162
C -0.67 -4.02 0.29  -0.383
H -2.96 6.01 1.09  0.356

***

3.
Here is the molecule C13H16BrNO3 from the Open Molecules 2025 dataset. Energies are from ωB97M-V/def2-TZVPD.

Computed properties:
Orbital gap = 8.787 eV
HOMO level = -9.0 eV
Energy relative to the best compared isomer or geometry (same formula, charge and spin) = 26.5 kcal/mol
Electronic energy = -91416.014 eV
2S+1 = 1
LUMO level = -0.23 eV

Each line ends with the Mulliken charge.
Element x y z (Å)
C 1.96 0.90 -1.45  0.038
C -0.09 -2.29 1.85  -2.075
C 3.30 1.04 -1.43  -0.243
H 0.99 -2.20 1.88  0.450
C -2.40 0.84 0.07  -0.953
H 1.49 0.10 -2.01  0.625
H -0.34 -3.34 1.71  0.417
H -2.63 -0.84 -1.25  0.293
C 1.16 1.83 -0.72  -0.091
C 1.79 2.84 -0.09  0.100
C -0.68 -1.44 0.73  2.391
O 5.15 2.29 -0.64  -0.575
O 3.12 2.99 -0.07  -0.347
C -0.11 -1.92 -0.61  -1.879
C -0.30 0.03 0.97  -1.642
N -0.96 0.91 0.03  0.229
C 3.97 2.12 -0.71  0.463
H -2.57 -1.34 1.76  0.379
H -0.43 -1.27 -1.42  0.364
H 1.29 3.62 0.46  0.480
H 0.97 -1.93 -0.57  0.412
H -0.61 0.31 1.99  0.325
H -3.96 -0.63 -0.11  0.410
C -2.21 -1.56 0.75  -1.247
H -0.45 -2.93 -0.82  0.447
Br 4.45 -0.14 -2.33  -0.124
H -2.51 -2.58 0.50  0.417
H -2.79 1.54 -0.67  0.472
C -0.35 1.78 -0.79  0.333
H -0.48 -1.98 2.82  0.447
H -2.75 1.15 1.06  0.332
H 0.78 0.15 0.90  0.551
O -0.94 2.52 -1.55  -0.659
C -2.87 -0.58 -0.22  -0.538

***

4.
Here is a structure of composition C13H16Cl3NO5PSV from the Open Molecules 2025 dataset. Energies are from ωB97M-V/def2-TZVPD.

Computed properties:
Orbital gap (spin up / spin down) = 6.397 / 5.734 eV
HOMO level (spin up / spin down) = -3.8 / -3.1 eV
⟨S²⟩ = 0.765
Energy relative to the best compared isomer or geometry (same formula, charge and spin) = 12.8 kcal/mol
Electronic energy = -108849.618 eV
2S+1 = 2
Net charge = -1
LUMO level (spin up / spin down) = 2.63 / 2.63 eV

Each line ends with the Mulliken charge.
Element x y z (Å)
C -3.58 1.69 0.72  -1.441
H -3.54 1.74 1.81  0.339
C 5.33 -1.19 -0.78  -0.432
V -1.23 -0.73 0.97  0.055
C -3.17 -1.51 -0.65  0.081
H -1.30 1.71 -2.28  0.289
Cl -1.65 -3.76 -0.92  -0.191
H 6.33 -1.61 -0.86  0.373
H -0.21 3.16 0.08  0.335
C -1.08 2.93 0.68  -1.356
C -1.28 -0.41 2.99  -0.832
H -4.24 0.86 0.45  0.338
N 0.76 -0.44 0.64  -0.022
C -1.80 -2.00 -1.25  1.959
H -0.42 -0.03 3.54  0.338
H -2.56 2.87 -1.78  0.411
H -1.79 3.76 0.65  0.431
H 4.68 -2.62 0.70  0.434
C 3.71 0.45 -1.49  -0.450
O -3.11 -1.36 0.64  -0.701
O -4.11 -1.36 -1.39  -0.610
P -1.89 1.40 0.07  1.892
H 3.40 1.30 -2.09  0.483
H -0.76 2.77 1.72  0.297
C 4.42 -1.77 0.09  -0.757
H -0.91 -1.48 -0.84  -1.254
H -3.99 2.63 0.33  0.415
Cl -1.67 -1.72 -2.99  -0.193
C 1.38 0.30 -0.37  0.577
H 5.71 0.33 -2.24  0.379
O 0.87 1.19 -1.02  -0.652
O 1.32 -2.95 0.60  -0.594
C 4.98 -0.09 -1.57  -0.526
S 1.78 -1.69 1.12  0.955
O 2.14 -1.59 2.50  -0.646
H -2.98 1.17 -2.07  0.379
C 2.81 -0.13 -0.61  -0.015
H -2.20 -0.20 3.53  0.458
C 3.16 -1.20 0.15  0.208
Cl -1.10 -2.26 2.92  -0.222
C -2.21 1.84 -1.69  -1.531

***

5.
Here is a structure of composition C13H16ClIN2Pt from the Open Molecules 2025 dataset. Energies are from ωB97M-V/def2-TZVPD.

Computed properties:
Orbital gap (spin up / spin down) = 5.860 / 6.350 eV
HOMO level (spin up / spin down) = -6.9 / -7.6 eV
⟨S²⟩ = 2.010
Energy relative to the best compared isomer or geometry (same formula, charge and spin) = 0.0 kcal/mol
Electronic energy = -40587.906 eV
2S+1 = 3
LUMO level (spin up / spin down) = -1.00 / -1.27 eV

Each line ends with the Mulliken charge.
Element x y z (Å)
H 0.53 4.49 -1.32  0.420
H 0.65 -2.41 2.41  0.406
C -0.33 -2.89 -2.68  -0.448
C 0.32 2.84 -2.71  -0.440
N 0.28 1.27 -0.41  -0.099
H -0.08 -3.05 0.72  0.231
I 3.29 -0.21 0.82  -0.429
C 0.42 3.43 -1.43  -0.815
H -2.34 0.13 0.96  0.272
C 0.40 2.60 -0.32  0.118
H -1.27 0.19 2.57  -0.362
C -0.28 -3.48 -1.39  -0.835
H -0.38 -4.54 -1.26  0.428
H 0.39 3.44 -3.60  0.452
H 0.08 0.96 -3.76  0.330
H -0.25 -1.01 -3.74  0.336
N 0.05 -1.34 -0.40  -0.150
H 0.23 0.96 3.63  0.474
C 0.16 1.46 -2.81  -0.922
C -2.20 0.05 2.08  0.034
Cl -3.34 0.33 3.24  -0.173
C 0.53 1.40 2.68  -1.480
H 1.53 1.83 2.76  0.287
C 0.14 0.69 -1.64  0.592
H -0.44 -3.50 -3.55  0.456
H -0.45 -1.34 3.29  0.402
H 0.44 3.00 0.69  0.314
C -0.22 -1.51 -2.78  -0.912
Pt 0.69 -0.05 1.22  1.343
H -0.23 2.17 2.45  0.329
C 0.51 -1.38 2.76  -1.464
C -0.02 -0.75 -1.63  0.768
C -0.09 -2.66 -0.29  0.166
H 1.30 -1.11 3.45  0.372

***

6.
Here is a cluster of 3 separate species, C13H16F17NO7PS in total from the Open Molecules 2025 dataset. Energies are from ωB97M-V/def2-TZVPD.

Computed properties:
Orbital gap = 10.383 eV
HOMO level = -13.9 eV
Electronic energy = -95875.704 eV
2S+1 = 1
Net charge = +1
LUMO level = -3.47 eV

Each line ends with the Mulliken charge.
Element x y z (Å)
S 1.48 -1.96 0.83  0.072
F -0.43 -0.17 2.29  -0.183
F 1.48 4.89 -3.68  -0.223
P 2.19 -3.93 0.14  0.806
C 0.86 1.59 -3.29  0.944
O -2.40 -1.34 4.98  -0.369
F -5.65 1.80 4.37  -0.258
F -5.43 -0.10 6.25  -0.317
H -1.02 1.31 -4.35  0.308
H 3.34 -4.01 2.03  0.279
H 0.07 -0.25 -0.04  0.497
C -0.93 -0.09 3.57  0.043
H -2.21 -1.48 0.57  0.337
C 3.84 -0.98 -0.38  0.242
H 2.39 0.19 0.74  0.418
H 2.52 0.65 -4.15  0.445
O -0.75 -2.11 -0.46  -0.190
O 4.72 -1.74 -0.44  -0.377
H -4.32 -1.97 4.46  0.331
C 0.34 -1.24 -0.43  -0.326
H 2.10 -3.69 -2.03  0.379
F 0.73 0.32 -2.76  -0.401
F -1.03 -2.40 3.62  -0.331
C -3.80 -1.35 5.19  -0.710
F 3.50 -0.17 -1.38  -0.130
H 0.35 -4.99 0.55  0.343
C 2.40 4.95 -4.67  0.192
C -5.13 0.59 4.07  0.049
C -4.44 0.03 5.32  0.886
F -1.61 1.05 3.67  -0.199
O 2.75 -3.70 -1.32  -0.437
C 2.40 3.61 -5.43  0.811
C 1.87 1.47 -4.43  -0.791
N 3.10 -4.53 1.19  -0.610
H -5.93 -0.07 3.73  0.297
F 1.34 2.38 -2.31  -0.312
O 2.72 2.57 -4.59  -0.421
H -0.10 -0.11 4.28  0.288
F 1.24 3.40 -6.06  -0.283
O -1.94 -1.32 -0.35  -0.382
C 2.87 -0.80 0.78  -0.383
H 3.41 -0.91 1.73  0.471
H 3.38 5.14 -4.25  0.264
F -4.22 0.74 3.08  -0.203
F -2.74 -1.38 2.75  -0.280
F 2.05 5.93 -5.52  -0.249
H 0.86 -1.14 -1.39  0.534
H -3.92 -1.82 6.17  0.380
C -0.58 2.00 -3.63  0.063
F -0.60 3.25 -4.13  -0.227
H 1.36 1.20 -5.36  0.331
F -1.30 1.97 -2.49  -0.256
O 0.81 -4.62 -0.22  -0.441
C -1.84 -1.31 3.76  0.838
F 3.37 3.70 -6.37  -0.293
F -3.54 0.92 5.78  -0.265